Record 1
ORCA calculation (ωB97M-V/def2-TZVPD) on a 2-piece molecular cluster, CH2Cl4Si overall.

The largest force on an atom comes out at 3.60 eV Å⁻¹. The value obtained for the relative energy (zero: lowest compared OMol25 entry of this formula, charge and spin) is 58.03 kcal per mole. The calculation puts the HOMO energy at -10.4 eV. As for the gap between HOMO and LUMO: 8.1 eV. For the calculated total energy, the calculation gives -59039.041 eV.

Positions of all 8 atoms, in Å:
1 Cl -2.92718 0.49400 1.87434
2 Cl -3.12426 1.22533 -1.46003
3 C -0.33272 -0.04123 -0.19670
4 Cl -0.11674 2.54304 0.13235
5 H 0.28319 -0.46975 0.60638
6 Si -2.26124 0.06953 0.02028
7 Cl -2.64251 -1.84411 -0.41386
8 H 0.27059 0.31923 -1.04134

Mulliken atomic charge list, values in e, 4 entries: atom 1 (Cl): -0.169, atom 2 (Cl): -0.191, atom 3 (C): -0.654, atom 4 (Cl): -0.358

***

Record 2
ORCA calculation (ωB97M-V/def2-TZVPD) on C23H34LaNO2P2Se as an isolated structure.

The largest force on an atom comes out at 3.47 eV Å⁻¹. The value obtained for the relative energy (zero: lowest compared OMol25 entry of this formula, charge and spin) is 0.00 kcal per mole. The calculation puts the HOMO energy at -6.8 eV. As for the gap between HOMO and LUMO: 7.0 eV. For the calculated total energy, the calculation gives -114768.746 eV.

Positions of all 64 atoms, in Å:
1 C 1.05315 -4.47721 -0.04589
2 H 2.71226 -1.19784 2.66816
3 C -0.54462 -1.36000 4.49995
4 H -4.68134 0.78435 -0.61847
5 H -1.34436 1.33898 -3.13210
6 C 3.76293 0.51484 0.13053
7 C 2.57313 -0.10517 2.78219
8 C 0.06841 -1.77599 5.68036
9 C -2.84044 -1.18434 -2.30846
10 H 1.87417 -2.53814 -0.77358
11 H -1.77426 -2.21145 1.46180
12 O -0.69354 0.35165 -4.48228
13 C 0.31810 0.53117 6.39646
14 H 3.96049 -0.55006 -0.09687
15 C -0.99763 -2.87838 1.04531
16 H 2.67276 2.94753 1.43889
17 C -0.28521 0.96270 5.22830
18 H 4.67640 0.94224 0.57526
19 C -3.72030 0.57378 -0.13003
20 C 1.09531 -3.08403 -0.24154
21 C 0.04514 -2.42082 0.30247
22 P -2.33077 0.18459 -1.25660
23 H -3.48887 1.42026 0.54178
24 H 3.46738 0.29990 3.28507
25 C 0.90739 4.37699 -0.12989
26 H -3.73416 -0.95503 -2.91536
27 H 0.71577 -1.18271 -2.59228
28 H -0.45194 2.02391 5.01890
29 H -3.05807 -2.08310 -1.69898
30 C 0.49704 -0.84047 6.63153
31 H 0.20832 -2.84479 5.86450
32 C -0.74753 0.02695 4.27095
33 H 1.83077 -5.09711 -0.46972
34 N -0.05200 2.25350 -0.44433
35 C -0.83645 4.03921 -1.74484
36 C 0.83373 3.02878 0.19771
37 O 0.35348 -1.80533 -3.31682
38 C -1.79588 1.68877 -2.15326
39 H 0.86913 -0.36549 -1.60617
40 H 1.63052 4.99530 0.38614
41 H 3.58339 0.98755 -0.85066
42 H 0.96283 -1.17094 7.55544
43 C 0.05392 4.89904 -1.10034
44 La -0.28714 -0.06173 0.53831
45 H -2.01120 -1.47792 -2.98349
46 H -1.80584 -4.74646 1.78027
47 H 1.19424 2.50300 2.28759
48 C 1.72694 2.39186 1.31828
49 H -1.53697 4.40740 -2.48249
50 H -3.89053 -0.27699 0.55458
51 H 1.71549 0.00576 3.47557
52 H -0.01336 -6.13227 0.80765
53 C 0.00679 -5.05629 0.67159
54 Se -1.71546 0.80121 2.85794
55 H 0.63998 1.27976 7.12202
56 H -0.35224 -0.55344 -4.23983
57 H -2.75196 2.17985 -2.41089
58 C -0.85990 2.68454 -1.43016
59 H 0.23415 -2.66022 -2.88078
60 H -0.89945 -2.07789 3.75115
61 P 2.26514 0.62842 1.13065
62 H 0.00038 0.79456 -4.97308
63 C -1.00550 -4.28074 1.22174
64 H 0.08289 5.96023 -1.35118

Mulliken atomic charge list, values in e, 4 entries: atom 1 (C): -0.520, atom 2 (H): 0.320, atom 3 (C): 0.224, atom 4 (H): 0.420